The following is a DFT calculation (the ωB97M-V functional and the def2-TZVPD basis) of a cluster of 2 separate species, C8H14N3O3S in total at a distorted geometry.

Last column: natural (NBO) charge in e.
Atoms and positions in Å:
C (-1.1606, -1.0492, -0.1224)  0.3737
C (-3.1293, -0.1640, 0.0180)  0.6377
C (2.6069, -1.0802, 1.2837)  -0.4742
C (2.7472, -1.5263, -0.1703)  -0.2792
C (1.9338, -0.3925, 0.2063)  -0.0198
C (2.1356, -2.8352, -0.6298)  -0.5903
C (2.6714, 2.1954, -0.4810)  -0.8543
C (-4.2432, 0.8079, 0.1589)  -0.3017
N (-1.8378, 0.1390, 0.0098)  -0.5820
N (-1.9922, -2.0161, -0.1868)  -0.1922
N (-3.6897, 2.1256, 0.3807)  -0.8357
O (0.3268, 1.6211, 0.6418)  -0.9497
O (0.6672, 0.9012, -1.6744)  -0.9034
O (-3.2740, -1.4480, -0.0998)  -0.2286
S (1.2181, 1.1263, -0.3761)  2.1467
H (2.0157, -1.7105, 1.9390)  0.2719
H (3.4049, -0.5761, 1.8182)  0.2610
H (3.6666, -1.3012, -0.7070)  0.2599
H (2.8488, -3.6427, -0.4766)  0.2382
H (1.8957, -2.7769, -1.6888)  0.2371
H (1.2223, -3.0429, -0.0771)  0.2232
H (3.3823, 1.7507, -1.1657)  0.2571
H (2.3271, 3.1481, -0.8713)  0.2799
H (3.0884, 2.3256, 0.5094)  0.2563
H (-4.8186, 0.8065, -0.7745)  0.2620
H (-4.9180, 0.4458, 0.9548)  0.2356
H (-3.3559, 2.2578, 1.3254)  0.3767
H (-4.3460, 2.8599, 0.1545)  0.3968
H (-1.3934, 1.0508, 0.1010)  0.4974

orbital gap (spin up / spin down)	0.217 / 0.310	Ha
ΔE to the lowest compared entry with this formula, charge and spin	3.649	eV
net charge	+1
LUMO level (spin up / spin down)	-0.2473 / -0.1924	Ha
calculated total energy	-29957.58869	eV
highest occupied orbital energy (spin up / spin down)	-12.636 / -13.674	eV
molar mass	232.3	g/mol